306
Properties=species:S:1:pos:R:3:mulliken_charge:R:1 method="wB97M-V/def2-TZVPD" gap_ev=6.7380 energy_ev=-168587.15105 total_charge=-1 homo_energy_ev=-5.7 lumo_ev=1.01 spin_multiplicity=1
Be 2.17566 -3.27017 -1.20446 1.34
B 1.92611 -5.80039 -2.45862 -0.59
F 1.60606 -5.93081 -1.14664 -0.24
F 1.79539 -6.99228 -3.09645 -0.32
F 1.02414 -4.85883 -2.90539 -0.08
F 3.09578 -5.26624 -2.55228 -0.11
C 0.42147 -0.22001 1.80378 0.73
C -0.57112 0.71849 1.57473 -0.26
C -1.03713 1.10674 0.20240 1.54
O -1.90939 2.05270 -0.02057 -0.70
C -0.51119 0.48802 -0.85187 0.46
C 0.59721 -0.47429 -0.76078 -0.38
C 1.13027 -0.84369 0.66650 0.03
O 1.92939 -1.79012 0.70655 -0.30
O 1.01633 -1.11582 -1.76576 -0.66
O -1.05287 1.26760 2.66316 -1.33
H 0.75153 -0.54600 2.77907 -1.21
H -0.84185 0.68218 -1.86150 -0.43
C -4.20258 -2.52696 4.38276 -0.09
O -5.01191 -1.35543 4.41098 -0.63
C -4.49532 -0.34171 3.57908 1.04
C -5.14938 0.95725 3.93553 -0.69
N -5.37200 1.07809 5.38391 -0.36
C -4.13335 1.27518 6.16566 0.58
C -4.35044 1.43365 7.66372 -1.06
O -4.89238 0.21530 8.18756 -0.25
C -5.12782 0.21606 9.61842 -0.82
H -3.17362 -2.44246 4.73233 -0.04
H -4.03889 -2.81934 3.34554 0.25
H -4.71207 -3.34326 4.89480 -0.01
H -4.60586 -0.52943 2.51107 0.41
H -3.44074 -0.15376 3.78064 -0.14
H -6.10907 0.95877 3.41874 0.35
H -4.71232 1.83887 3.46668 -0.50
H -5.62554 0.11670 5.56152 0.52
H -3.63720 2.16585 5.78011 -0.05
H -3.43277 0.44652 6.06264 -0.12
H -5.09594 2.21437 7.81474 0.47
H -3.39585 1.64187 8.14695 0.38
H -5.73399 1.05386 9.96301 0.30
H -4.24769 0.29942 10.25604 0.30
H -5.62678 -0.74492 9.74356 0.23
C -5.78399 2.43295 0.52483 -0.20
O -6.79177 3.08263 -0.16123 -0.51
C -7.34984 2.31105 -1.21262 -1.03
C -6.41042 1.99664 -2.39778 0.45
N -6.97226 1.15400 -3.45255 0.09
C -8.25244 1.69445 -3.86321 -0.68
C -8.69076 0.79585 -5.04525 -0.76
O -7.90627 0.92009 -6.22972 -0.33
C -8.22498 -0.12167 -7.19209 -0.89
H -6.13521 1.45502 0.85407 0.32
H -5.55678 3.06781 1.38124 0.18
H -4.86521 2.30792 -0.04814 0.00
H -8.16147 2.93994 -1.57848 0.46
H -7.71463 1.33843 -0.88236 0.33
H -5.53662 1.44040 -2.05842 -0.78
H -6.00197 2.92458 -2.79804 0.55
H -6.35746 1.20509 -4.25225 -0.18
H -8.13620 2.73951 -4.15032 0.37
H -9.05689 1.66711 -3.12823 0.46
H -9.73530 1.03100 -5.24960 0.48
H -8.63960 -0.24696 -4.73218 0.33
H -9.26107 -0.00255 -7.50902 0.39
H -7.98903 -1.10813 -6.79294 0.35
H -7.71558 -0.01445 -8.14975 0.25
C 0.31995 -4.63201 6.15569 -0.84
O -1.01164 -5.18006 6.30450 -0.06
C -0.96766 -6.46287 6.95798 -0.80
C -2.40967 -6.92868 7.01312 -0.55
N -2.89696 -7.34094 5.67911 -0.23
C -4.15659 -8.10990 5.81936 -0.92
C -5.43591 -7.22460 5.89428 -0.47
O -5.49710 -6.42629 4.68764 -0.28
C -6.53029 -5.47198 4.92751 -0.85
H 0.93384 -5.24761 5.49820 0.46
H 0.81853 -4.51960 7.11844 0.43
H 0.29357 -3.69659 5.59677 -0.13
H -0.59925 -6.34767 7.97734 0.40
H -0.35935 -7.24335 6.50092 0.33
H -3.05277 -6.22926 7.54729 0.28
H -2.42770 -7.77163 7.70391 0.46
H -3.02423 -6.63092 4.97216 0.18
H -4.07786 -8.75113 6.69728 0.41
H -4.27572 -8.72690 4.92874 0.37
H -5.42776 -6.63266 6.80951 0.36
H -6.35180 -7.80282 6.01652 0.46
H -6.61277 -4.75363 4.11187 0.24
H -6.25516 -4.86708 5.79151 0.39
H -7.48308 -5.99409 5.01528 0.33
C 0.73626 0.06602 -5.24043 0.31
O 0.13972 0.78216 -6.36280 -0.60
C 0.35088 2.20689 -6.36345 0.00
C -0.38499 2.96614 -7.45748 -1.03
N 0.25544 2.66557 -8.72664 -0.13
C -0.44054 3.32457 -9.82511 -0.57
C -0.18480 2.75825 -11.22692 -0.73
O 1.04896 3.23558 -11.81787 -0.34
C 1.65480 2.40652 -12.77107 -0.72
H 1.81787 0.10878 -5.11246 0.12
H 0.53169 -0.97543 -5.48871 -0.04
H 0.27584 0.31906 -4.28540 -0.07
H 1.39667 2.45896 -6.53924 0.35
H 0.05347 2.64836 -5.41227 0.07
H -0.27186 4.00859 -7.15978 0.38
H -1.42264 2.64125 -7.38104 0.32
H 1.16743 3.09960 -8.72785 0.28
H -0.26473 4.40002 -9.80055 0.40
H -1.49353 3.10379 -9.65034 0.40
H -0.99152 3.17351 -11.83095 0.37
H -0.26724 1.67176 -11.25577 0.38
H 0.93784 2.15712 -13.55330 0.29
H 2.08873 1.55907 -12.24039 0.30
H 2.48101 3.02975 -13.11321 0.24
C -2.57581 5.91710 -4.62472 -0.93
O -2.52110 4.48342 -4.80530 -0.26
C -2.64513 3.79795 -3.52646 -0.81
C -2.48208 2.30868 -3.87870 2.70
N -3.54986 1.85417 -4.79777 -0.12
C -3.49975 0.43016 -5.02696 0.78
C -4.40007 0.10604 -6.19641 0.09
O -3.91834 0.76082 -7.37181 -0.39
C -2.98417 0.08544 -8.15691 -0.13
H -3.54743 6.23955 -4.25043 0.29
H -2.45482 6.36341 -5.61177 0.29
H -1.82300 6.33017 -3.95335 0.33
H -3.61370 4.03385 -3.08566 0.20
H -1.86295 4.13353 -2.84550 0.34
H -2.41724 1.72021 -2.96349 -0.70
H -1.51900 2.14992 -4.36385 -1.47
H -3.37977 2.26912 -5.70276 0.51
H -3.84056 -0.13600 -4.16012 -0.19
H -2.49438 0.06416 -5.23519 -0.36
H -5.38220 0.41424 -5.83789 -0.54
H -4.45598 -0.97626 -6.31300 0.48
H -2.47478 0.80457 -8.79838 -0.08
H -3.24169 -0.76158 -8.79279 0.37
H -2.20913 -0.23217 -7.45938 0.07
C 6.79101 0.98151 -0.85520 -0.47
O 7.46865 0.36847 -1.92444 -0.23
C 8.17316 1.29165 -2.75722 -0.59
C 8.95235 0.59443 -3.93964 -0.87
N 8.04532 -0.17357 -4.74687 -0.14
C 8.69040 -0.77134 -5.90604 -0.87
C 7.77462 -1.88975 -6.52643 -0.51
O 7.58475 -2.81186 -5.48287 -0.30
C 6.75457 -3.87398 -5.96985 -0.89
H 7.55429 1.17871 -0.10246 0.44
H 6.05167 0.34699 -0.36648 -0.23
H 6.37328 1.90404 -1.25837 0.37
H 8.86757 1.80366 -2.09107 0.45
H 7.50337 2.01993 -3.21447 0.30
H 9.70760 -0.04857 -3.48768 0.40
H 9.48721 1.34453 -4.52219 0.48
H 7.84584 -1.01098 -4.21862 0.10
H 9.64924 -1.20752 -5.62590 0.42
H 8.97179 -0.00344 -6.62663 0.45
H 8.36832 -2.23640 -7.37228 0.42
H 6.81185 -1.48220 -6.83478 0.32
H 5.72052 -3.61157 -6.19337 0.29
H 6.63222 -4.63265 -5.19684 0.30
H 7.11383 -4.38447 -6.86339 0.39
C 10.63999 -1.42125 6.62632 -0.76
O 9.28923 -1.01080 6.50068 -0.27
C 8.56403 -0.93102 7.75813 -0.62
C 7.33960 -0.00129 7.70942 -0.67
N 6.19678 -0.78275 7.17736 -0.35
C 4.96212 0.04294 6.95980 -1.05
C 3.76564 -0.78333 6.45934 -0.21
O 4.11141 -1.51813 5.28645 -0.41
C 3.03149 -2.36153 4.86233 0.44
H 11.14113 -1.48098 5.66019 0.25
H 10.72665 -2.35838 7.17620 0.31
H 11.22216 -0.71546 7.21879 0.30
H 9.30110 -0.53531 8.45688 0.48
H 8.33236 -1.93687 8.10839 0.33
H 7.60681 0.89905 7.15616 0.34
H 7.17777 0.38308 8.71648 0.37
H 6.38878 -1.21581 6.28534 0.30
H 5.22232 0.73285 6.15704 0.41
H 4.62523 0.52357 7.87828 0.37
H 2.95277 -0.08681 6.25391 0.16
H 3.40464 -1.43860 7.25206 0.51
H 2.20824 -1.75743 4.48097 -0.39
H 2.65825 -2.96123 5.69248 0.56
H 3.35285 -2.91150 3.97782 -0.48
C 2.26171 -5.13549 1.91563 -0.55
O 2.94603 -4.33558 0.98183 0.41
C 4.35838 -4.25971 1.19238 -1.25
C 4.89571 -3.01751 0.47100 0.25
N 4.72105 -3.25218 -0.99545 0.00
C 5.06001 -2.08691 -1.74373 -0.33
C 4.61265 -2.34089 -3.23175 -1.30
O 3.18072 -2.48844 -3.36365 1.53
C 2.76969 -2.98858 -4.63580 -0.85
H 2.27402 -4.74243 2.93222 0.23
H 2.63245 -6.16029 1.93672 0.32
H 1.19299 -5.20656 1.71344 -0.22
H 4.85469 -5.19083 0.91891 0.34
H 4.46505 -4.15585 2.27216 0.51
H 5.94993 -2.81720 0.66227 0.65
H 4.40936 -2.13516 0.88696 -0.56
H 5.41140 -3.93724 -1.26786 0.31
H 6.12031 -1.83673 -1.77931 0.79
H 4.55122 -1.24390 -1.27620 -0.60
H 5.04099 -3.28954 -3.55529 0.12
H 4.97379 -1.55775 -3.89837 0.51
H 3.06772 -2.20880 -5.33665 0.38
H 1.68495 -3.08865 -4.59791 -0.21
H 3.20968 -3.96908 -4.81787 0.30
C 4.27291 0.46904 2.64820 -0.45
O 3.95555 1.48526 1.70789 -0.46
C 2.85883 2.32421 1.99139 -0.13
C 2.19920 2.92482 0.74106 0.55
N 3.15160 3.83000 0.11011 -0.22
C 2.60652 4.15340 -1.25586 -1.10
C 2.59844 3.02404 -2.28737 0.32
O 3.88130 2.55324 -2.55916 -0.35
C 3.92627 1.46023 -3.49102 -0.13
H 4.52597 0.95919 3.58831 0.24
H 5.12844 -0.06334 2.23261 0.36
H 3.45803 -0.24733 2.75254 -0.08
H 3.26472 3.11808 2.61840 0.72
H 2.04325 1.83161 2.52079 -0.45
H 1.26269 3.43022 0.97686 0.01
H 1.89722 2.11502 0.07687 -0.56
H 3.92298 3.22893 -0.14242 0.18
H 3.24255 4.98621 -1.55588 0.52
H 1.61193 4.58847 -1.15782 0.32
H 2.24339 3.41969 -3.23895 0.46
H 1.96860 2.16260 -2.06528 -0.17
H 3.42226 0.61237 -3.02712 0.00
H 4.93008 1.25868 -3.86496 0.05
H 3.29228 1.67019 -4.35246 0.21
C -1.83504 -4.74320 0.93086 -1.56
C -1.03206 -3.44902 0.65319 0.93
O -0.43581 -3.49752 -0.63106 0.39
H -2.65922 -4.75835 0.21770 0.37
H -2.33735 -4.70362 1.89741 0.33
H -1.08764 -5.52940 0.82404 0.35
H -0.19666 -3.31095 1.33960 -0.05
H -1.68166 -2.57377 0.66083 -0.61
H -1.15487 -3.38527 -1.25712 -0.07
C -2.22858 -3.06608 -4.93013 -1.65
C -1.50829 -2.61260 -3.62655 1.65
O -2.32619 -2.98540 -2.54842 -0.70
H -1.54675 -2.84545 -5.75142 0.34
H -3.15696 -2.50990 -5.06004 0.20
H -2.43486 -4.13554 -4.88779 0.44
H -1.48111 -1.52394 -3.67330 -0.44
H -0.54549 -3.10561 -3.49223 -0.40
H -2.82766 -2.24341 -2.20262 0.14
C -3.75282 7.12464 -0.18887 -1.57
C -3.79364 5.62706 0.05586 0.55
O -2.47252 5.30727 -0.21319 -0.34
H -3.55181 7.26820 -1.25051 0.27
H -2.99068 7.57440 0.44750 0.32
H -4.70078 7.59956 0.06396 0.41
H -4.46547 5.12914 -0.64330 0.14
H -4.02877 5.41611 1.09907 0.07
H -2.33676 4.35845 -0.15919 0.04
C -0.69889 -1.15656 6.92924 -1.39
C -0.61031 -0.77493 5.43778 1.91
O -0.85274 0.55443 5.27657 -0.12
H -0.33530 -2.17964 7.02517 0.18
H -1.70214 -1.14842 7.35530 0.25
H -0.02944 -0.46459 7.44024 0.41
H -1.25947 -1.43522 4.86271 0.03
H 0.41899 -0.86901 5.09167 -0.70
H -0.85496 0.79575 4.34740 0.22
C -5.51336 -1.34388 -0.81803 -1.54
C -4.13543 -0.95434 -0.26368 0.37
O -3.26686 -0.82747 -1.30772 1.92
H -5.73033 -0.58616 -1.57095 0.15
H -6.35536 -1.49272 -0.14204 0.36
H -5.41950 -2.28922 -1.35246 0.41
H -3.80370 -1.73964 0.41555 0.20
H -4.22294 -0.08668 0.39024 0.00
H -2.60775 -0.18088 -1.04487 -1.45
C 2.96138 3.60282 5.31600 -1.11
C 1.54509 3.03621 5.21170 1.64
O 1.43229 1.98372 6.16736 -0.68
H 2.97569 4.43728 4.61488 0.19
H 3.71026 2.89277 4.96515 0.14
H 3.16470 3.98875 6.31491 0.42
H 1.29274 2.47038 4.31489 -0.99
H 0.72455 3.74341 5.33295 0.23
H 0.66511 1.47369 5.89735 0.19
C -1.49470 4.96178 3.02685 -0.79
C -2.70757 4.20272 3.68792 1.47
O -3.51480 5.14606 4.34041 -0.70
H -0.89897 5.31286 3.86944 0.44
H -1.85716 5.68109 2.29247 0.23
H -0.81443 4.30696 2.48229 -0.18
H -2.38629 3.42151 4.37683 -0.50
H -3.28926 3.71499 2.90571 -0.38
H -4.38920 4.75719 4.41669 0.39
C 1.78143 6.54912 2.58618 -0.62
C 1.80616 6.99446 1.15081 -0.23
O 3.09646 6.61897 0.64652 -0.68
H 2.67707 6.91917 3.08517 0.31
H 1.59451 5.47894 2.67492 -0.07
H 0.89534 6.97454 3.05733 0.43
H 1.59708 8.06359 1.18767 0.43
H 0.96571 6.58110 0.59324 0.00
H 3.18044 5.66479 0.58268 0.49